This record from the OMol25 dataset describes a molecular structure, C4H4O3. The level of theory is ωB97M-V with the def2-TZVPD basis set.

Each line ends with the Löwdin charge.
CARTESIAN COORDINATES (ANGSTROEM)
O (-2.032, 0.539, -1.286)  0.17
C (-0.929, 0.193, -1.007)  -0.40
O (0.067, -0.245, -1.832)  0.06
C (0.995, -0.459, -0.731)  -0.04
C (-0.041, 0.103, 0.239)  -0.47
C (0.119, 1.044, 1.359)  0.20
O (-0.591, -0.682, 1.310)  0.04
H (1.899, 0.142, -0.851)  0.13
H (1.227, -1.522, -0.620)  0.13
H (-0.817, 1.621, 1.422)  0.05
H (0.104, -0.734, 1.996)  0.12

The value obtained for the HOMO energy is -0.353 hartree. The total energy comes out at -10350.3452 eV. The energy above the lowest of the compared OMol25 structures with the same formula, charge and spin is 469.6 kJ/mol. Its maximum force is 0.014 hartree/bohr. As for the charge: 0. As for the HOMO-LUMO gap: 9.50 eV.



This record from the OMol25 dataset describes a single C4H4O3 molecule. The level of theory is ωB97M-V with the def2-TZVPD basis set.

Each line ends with the Löwdin charge.
CARTESIAN COORDINATES (ANGSTROEM)
O (-1.891, 0.565, 0.810)  0.06
C (-0.734, 1.060, 0.363)  -0.08
C (0.183, 0.150, -0.018)  -0.18
C (-0.057, -1.286, 0.278)  -0.26
O (-0.113, -2.095, -0.622)  0.09
C (1.356, 0.430, -0.841)  -0.23
O (1.763, 1.547, -1.068)  0.05
H (-0.605, 2.144, 0.329)  0.15
H (-0.025, -1.610, 1.348)  0.15
H (-1.722, -0.420, 0.660)  0.12
H (1.844, -0.485, -1.239)  0.13

The value obtained for the HOMO energy is -0.365 hartree. The total energy comes out at -10353.1959 eV. The energy above the lowest of the compared OMol25 structures with the same formula, charge and spin is 194.5 kJ/mol. Its maximum force is 0.045 hartree/bohr. As for the SMILES: O=CC(C=O)=CO. As for the charge: 0. As for the HOMO-LUMO gap: 9.42 eV.



This record from the OMol25 dataset describes a molecular structure, C4H4O3. The level of theory is ωB97M-V with the def2-TZVPD basis set.

Each line ends with the Löwdin charge.
CARTESIAN COORDINATES (ANGSTROEM)
C (0.831, 0.391, 0.283)  0.03
C (-0.323, -0.093, -0.212)  -0.22
C (1.070, 0.851, -1.130)  -0.45
C (-1.531, -0.844, 0.184)  0.02
O (1.894, 1.434, -1.729)  0.20
O (-0.048, 0.221, -1.548)  0.11
O (1.358, 0.602, 1.805)  -0.03
H (-1.739, -1.881, -0.262)  0.12
H (-2.412, -0.450, -0.349)  0.10
H (-1.409, -0.923, 1.207)  0.06
H (2.310, 0.691, 1.751)  0.06

The value obtained for the HOMO energy is -0.350 hartree. The total energy comes out at -10351.8511 eV. The energy above the lowest of the compared OMol25 structures with the same formula, charge and spin is 324.3 kJ/mol. Its maximum force is 0.102 hartree/bohr. As for the charge: 0. As for the HOMO-LUMO gap: 9.84 eV.



This record from the OMol25 dataset describes a single C4H4O3 molecule. The level of theory is ωB97M-V with the def2-TZVPD basis set.

Each line ends with the Löwdin charge.
CARTESIAN COORDINATES (ANGSTROEM)
O (1.576, 0.739, -0.697)  0.04
C (1.124, 0.078, 0.360)  -0.21
C (-0.131, -0.439, -0.200)  -0.16
C (-1.059, -0.246, 0.954)  -0.11
O (-0.098, 0.759, 1.297)  -0.07
C (0.099, 0.267, -1.422)  -0.19
O (0.100, -0.997, -1.773)  0.11
H (1.823, -0.323, 1.095)  0.17
H (-2.059, 0.141, 0.731)  0.13
H (-1.111, -1.075, 1.674)  0.12
H (-0.265, 1.095, -2.019)  0.17

The value obtained for the HOMO energy is -0.378 hartree. The total energy comes out at -10349.5850 eV. The energy above the lowest of the compared OMol25 structures with the same formula, charge and spin is 542.9 kJ/mol. Its maximum force is 0.027 hartree/bohr. As for the SMILES: C1O[C@@H]2O[C@H]3O[C@@]123. As for the charge: 0. As for the HOMO-LUMO gap: 11.14 eV.



This record from the OMol25 dataset describes a single C4H4O3 molecule. The level of theory is ωB97M-V with the def2-TZVPD basis set.

Each line ends with the Löwdin charge.
CARTESIAN COORDINATES (ANGSTROEM)
C (-1.741, 0.197, -0.560)  -0.01
C (-0.797, -0.947, -0.276)  -0.47
O (-1.136, -2.097, -0.081)  0.09
C (0.669, -0.654, -0.294)  0.09
O (0.958, 0.094, 0.748)  0.00
C (2.315, 0.518, 0.721)  -0.26
O (2.618, 1.571, 1.164)  0.15
H (-1.910, 0.752, 0.372)  0.10
H (-2.692, -0.196, -0.929)  0.09
H (-1.316, 0.898, -1.287)  0.09
H (2.941, -0.239, 0.230)  0.14

The value obtained for the HOMO energy is -0.350 hartree. The total energy comes out at -10351.9826 eV. The energy above the lowest of the compared OMol25 structures with the same formula, charge and spin is 311.6 kJ/mol. Its maximum force is 0.016 hartree/bohr. As for the charge: 0. As for the HOMO-LUMO gap: 9.01 eV.



This record from the OMol25 dataset describes a single C4H4O3 molecule. The level of theory is ωB97M-V with the def2-TZVPD basis set.

Each line ends with the Löwdin charge.
CARTESIAN COORDINATES (ANGSTROEM)
O (0.018, 1.561, 1.601)  0.05
C (0.300, 0.383, 1.379)  -0.17
C (0.069, -0.157, 0.068)  -0.07
C (-0.792, 0.709, -0.807)  -0.33
O (-0.167, 0.779, -1.916)  0.05
C (0.645, -1.397, -0.459)  -0.21
O (1.155, -2.206, 0.288)  0.07
H (0.674, -0.275, 2.172)  0.15
H (-1.892, 0.604, -0.777)  0.15
H (-0.510, 1.576, -0.011)  0.19
H (0.500, -1.577, -1.539)  0.13

The value obtained for the HOMO energy (alpha / beta) is -0.373 / -0.378 hartree. The total energy comes out at -10350.4109 eV. The energy above the lowest of the compared OMol25 structures with the same formula, charge and spin is 463.2 kJ/mol. Its maximum force is 0.031 hartree/bohr. As for the charge: 0. As for the HOMO-LUMO gap (alpha / beta): 8.19 / 7.69 eV.



This record from the OMol25 dataset describes a single C4H4O3 molecule. The level of theory is ωB97M-V with the def2-TZVPD basis set.

Each line ends with the Löwdin charge.
CARTESIAN COORDINATES (ANGSTROEM)
C (-1.622, 0.248, -0.489)  0.01
C (-0.363, -0.565, -0.417)  -0.38
O (-0.057, -1.460, -1.168)  0.13
C (0.587, -0.261, 0.746)  -0.27
O (0.260, -0.389, 1.903)  0.14
C (1.996, 0.212, 0.390)  -0.15
O (2.270, 0.608, -0.713)  0.10
H (-2.152, 0.201, 0.469)  0.09
H (-2.256, -0.117, -1.298)  0.09
H (-1.362, 1.298, -0.669)  0.10
H (2.700, 0.225, 1.245)  0.14

The value obtained for the HOMO energy is -0.360 hartree. The total energy comes out at -10353.9448 eV. The energy above the lowest of the compared OMol25 structures with the same formula, charge and spin is 122.3 kJ/mol. Its maximum force is 0.012 hartree/bohr. As for the SMILES: CC(=O)C(=O)C=O. As for the charge: 0. As for the HOMO-LUMO gap: 8.81 eV.



This record from the OMol25 dataset describes a single C4H4O3 molecule. The level of theory is ωB97M-V with the def2-TZVPD basis set.

Each line ends with the Löwdin charge.
CARTESIAN COORDINATES (ANGSTROEM)
C (-0.403, -1.684, 0.027)  0.01
C (-0.300, -0.331, -0.611)  -0.37
O (-0.931, 0.044, -1.574)  0.13
C (0.734, 0.650, -0.048)  -0.28
O (1.907, 0.378, 0.050)  0.14
C (0.208, 2.015, 0.392)  -0.15
O (-0.794, 2.082, 1.057)  0.10
H (0.530, -2.236, -0.126)  0.10
H (-1.238, -2.233, -0.410)  0.09
H (-0.545, -1.575, 1.108)  0.10
H (0.832, 2.891, 0.135)  0.14

The value obtained for the HOMO energy is -0.362 hartree. The total energy comes out at -10353.9275 eV. The energy above the lowest of the compared OMol25 structures with the same formula, charge and spin is 123.9 kJ/mol. Its maximum force is 0.012 hartree/bohr. As for the SMILES: CC(=O)C(=O)C=O. As for the charge: 0. As for the HOMO-LUMO gap: 9.14 eV.



This record from the OMol25 dataset describes a single C4H4O3 molecule. The level of theory is ωB97M-V with the def2-TZVPD basis set.

Each line ends with the Löwdin charge.
CARTESIAN COORDINATES (ANGSTROEM)
C (-0.037, -1.254, 0.973)  0.01
C (0.826, -0.193, 0.349)  -0.38
O (2.021, -0.267, 0.194)  0.13
C (0.110, 1.090, -0.099)  -0.28
O (0.082, 2.099, 0.563)  0.15
C (-0.577, 1.039, -1.463)  -0.15
O (-0.580, 0.032, -2.126)  0.10
H (-0.508, -0.861, 1.882)  0.10
H (0.571, -2.128, 1.217)  0.09
H (-0.835, -1.536, 0.276)  0.09
H (-1.074, 1.980, -1.767)  0.14

The value obtained for the HOMO energy is -0.360 hartree. The total energy comes out at -10353.9080 eV. The energy above the lowest of the compared OMol25 structures with the same formula, charge and spin is 125.8 kJ/mol. Its maximum force is 0.012 hartree/bohr. As for the SMILES: CC(=O)C(=O)C=O. As for the charge: 0. As for the HOMO-LUMO gap: 8.73 eV.



This record from the OMol25 dataset describes a molecular structure, C4H4O3. The level of theory is ωB97M-V with the def2-TZVPD basis set.

Each line ends with the Löwdin charge.
CARTESIAN COORDINATES (ANGSTROEM)
C (-0.137, -0.497, -0.510)  -0.22
C (0.515, -1.427, 0.253)  -0.10
C (0.727, 0.526, 1.255)  -0.04
C (-0.041, 0.828, 0.170)  -0.26
H (-1.607, -0.068, -1.734)  0.12
H (0.854, -2.429, 0.108)  0.13
H (0.675, 0.749, 2.644)  0.23
H (-0.424, 1.996, -1.472)  0.18
O (-0.897, -0.751, -1.664)  0.02
O (0.905, -0.882, 1.383)  -0.06
O (-0.571, 1.956, -0.432)  0.01

The value obtained for the HOMO energy is -0.317 hartree. The total energy comes out at -10351.4227 eV. The energy above the lowest of the compared OMol25 structures with the same formula, charge and spin is 365.6 kJ/mol. Its maximum force is 0.136 hartree/bohr. As for the charge: 0. As for the HOMO-LUMO gap: 8.89 eV.



- The highest total energy belongs to which entry?
  number 4